Entry 1:
{"formula": "C20H15FIMoN2O7", "method": "the ωB97M-V functional and the def2-TZVPD basis", "e_homo_ev": [-12.006, -12.024], "charge": 1, "spin_multiplicity": 3, "energy_ha": -1872.99001, "gap_ev": [7.329, 7.327], "symbols": ["Mo", "O", "C", "C", "O", "O", "C", "C", "C", "C", "C", "C", "C", "C", "C", "C", "C", "C", "H", "H", "H", "H", "H", "H", "H", "H", "H", "H", "H", "I", "F", "C", "C", "N", "C", "C", "O", "O", "C", "O", "N", "C", "O", "H", "H", "H", "H"], "coordinates": [[1.132, 0.352, -0.278], [0.044, -1.352, -0.855], [0.706, -2.310, -1.773], [2.105, -1.720, -2.037], [2.926, -2.270, -2.691], [2.320, -0.497, -1.480], [-0.047, -2.334, -3.091], [0.317, -3.285, -4.041], [-0.326, -3.314, -5.266], [-1.332, -2.399, -5.549], [-1.688, -1.449, -4.607], [-1.044, -1.410, -3.376], [0.776, -3.631, -1.040], [-0.314, -4.495, -1.091], [-0.317, -5.650, -0.323], [0.766, -5.946, 0.492], [1.854, -5.086, 0.544], [1.859, -3.927, -0.216], [-0.497, -1.853, -0.226], [1.104, -3.995, -3.821], [-0.043, -4.055, -6.001], [-1.835, -2.426, -6.507], [-2.469, -0.732, -4.822], [-1.331, -0.659, -2.652], [-1.151, -4.274, -1.742], [-1.163, -6.322, -0.369], [0.765, -6.852, 1.083], [2.703, -5.320, 1.172], [2.720, -3.271, -0.177], [1.148, -0.337, 2.219], [3.039, 7.217, -0.924], [2.852, 5.937, -0.672], [1.649, 5.460, -0.353], [1.458, 4.105, -0.084], [0.144, 3.586, 0.296], [-0.436, 2.779, -0.871], [-0.926, 3.315, -1.816], [-0.371, 1.441, -0.731], [2.479, 3.237, -0.184], [2.327, 2.004, 0.041], [3.691, 3.715, -0.503], [4.029, 5.069, -0.767], [5.146, 5.389, -1.037], [0.775, 6.092, -0.293], [-0.512, 4.431, 0.480], [0.232, 2.990, 1.204], [4.447, 3.043, -0.574]]}

***

Entry 2:
{"formula": "C9H19N2O", "method": "the ωB97M-V functional and the def2-TZVPD basis", "e_homo_ev": -12.735, "charge": 1, "spin_multiplicity": 1, "energy_ha": -538.83546, "gap_ev": 9.706, "symbols": ["C", "N", "C", "C", "O", "C", "C", "C", "C", "C", "N", "C", "H", "H", "H", "H", "H", "H", "H", "H", "H", "H", "H", "H", "H", "H", "H", "H", "H", "H", "H"], "coordinates": [[1.746, -0.580, 1.201], [2.416, 0.358, 0.316], [3.681, -0.189, -0.181], [1.572, 0.812, -0.727], [1.776, 0.546, -1.892], [0.445, 1.718, -0.269], [-1.008, 1.206, -0.530], [-1.803, 1.022, 0.804], [-2.239, -0.410, 1.197], [-2.433, -1.350, 0.026], [-1.168, -1.296, -0.781], [-1.108, 0.022, -1.486], [2.388, -0.787, 2.056], [0.826, -0.135, 1.587], [1.544, -1.548, 0.715], [3.585, -1.233, -0.490], [4.080, 0.415, -0.985], [4.396, -0.164, 0.643], [0.621, 1.961, 0.775], [0.576, 2.652, -0.816], [-1.526, 2.004, -1.058], [-2.701, 1.635, 0.747], [-1.226, 1.411, 1.637], [-1.503, -0.853, 1.871], [-3.176, -0.372, 1.750], [-2.610, -2.373, 0.354], [-3.263, -1.068, -0.617], [-1.129, -2.062, -1.450], [-0.386, -1.423, -0.135], [-2.051, 0.094, -2.027], [-0.323, -0.013, -2.234]]}

***

Entry 3:
{"formula": "C3H10INSSi", "method": "the ωB97M-V functional and the def2-TZVPD basis", "e_homo_ev": -8.363, "charge": 0, "spin_multiplicity": 1, "energy_ha": -1160.34332, "gap_ev": 7.351, "symbols": ["C", "C", "C", "N", "S", "H", "H", "H", "H", "H", "H", "H", "Si", "I", "H", "H", "H"], "coordinates": [[1.904, 1.235, 0.975], [0.702, 0.328, 0.758], [1.083, -1.029, 0.156], [-0.305, 0.907, -0.092], [-0.496, 2.422, -0.181], [1.816, 2.069, 1.682], [2.815, 0.625, 1.163], [1.939, 1.814, 0.080], [0.118, 0.333, 1.605], [2.118, -1.229, 0.446], [0.983, -0.770, -0.946], [0.408, -1.879, 0.474], [-2.752, -0.869, -1.125], [-1.475, -2.200, -2.663], [-2.599, 0.553, -1.273], [-4.025, -1.500, -1.306], [-2.234, -0.810, 0.246]]}

***

Entry 4:
{"formula": "C2H10N2O2", "method": "the ωB97M-V functional and the def2-TZVPD basis", "e_homo_ev": -8.694, "charge": 0, "spin_multiplicity": 1, "energy_ha": -342.15661, "gap_ev": 9.604, "symbols": ["H", "N", "C", "N", "C", "H", "H", "H", "H", "H", "O", "H", "H", "O", "H", "H"], "coordinates": [[-2.394, -0.229, -0.824], [-1.516, -0.087, -0.282], [-0.784, 0.911, -0.717], [0.381, 1.309, -0.201], [1.024, 2.555, -0.529], [-1.244, 1.682, -1.428], [0.871, 0.612, 0.394], [1.304, 2.742, -1.613], [1.788, 2.794, 0.273], [0.329, 3.439, -0.289], [-0.856, -2.821, 1.434], [-1.696, -3.268, 1.334], [-0.878, -1.874, 1.274], [1.585, -1.157, 0.083], [1.009, -1.829, 0.450], [1.594, -1.591, -0.855]]}

***

Entry 5:
{"formula": "C34H31AsN5O6S2Ti", "method": "the ωB97M-V functional and the def2-TZVPD basis", "e_homo_ev": [-3.465, -3.980], "charge": -1, "spin_multiplicity": 1, "energy_ha": -5921.26146, "gap_ev": [5.393, 5.907], "symbols": ["Ti", "N", "C", "S", "N", "N", "C", "C", "C", "C", "C", "C", "N", "H", "H", "H", "H", "H", "H", "H", "O", "C", "O", "C", "C", "C", "N", "C", "C", "C", "O", "O", "H", "H", "H", "O", "As", "C", "C", "C", "C", "C", "C", "C", "C", "C", "C", "C", "C", "C", "C", "C", "C", "C", "C", "H", "H", "H", "H", "H", "H", "H", "H", "H", "H", "H", "H", "H", "H", "H", "C", "S", "C", "O", "H", "H", "H", "H", "H", "H"], "coordinates": [[-0.408, 0.935, 1.177], [-4.339, -0.070, 3.399], [-3.087, 0.246, 2.883], [-2.972, 0.677, 1.198], [-2.089, 0.203, 3.687], [-0.895, 0.595, 3.075], [0.196, 0.392, 3.902], [1.391, 0.830, 3.438], [2.633, 0.793, 4.174], [3.722, 1.416, 3.695], [3.633, 2.140, 2.444], [2.480, 2.098, 1.753], [1.359, 1.409, 2.157], [-5.045, -0.311, 2.728], [-4.331, -0.589, 4.261], [0.067, -0.059, 4.875], [2.648, 0.275, 5.126], [4.652, 1.402, 4.252], [4.467, 2.709, 2.058], [2.381, 2.633, 0.817], [-0.698, 7.920, 0.437], [-0.203, 7.070, -0.325], [0.433, 7.180, -1.393], [-0.431, 5.616, 0.104], [-0.465, 5.261, 1.443], [-0.559, 3.926, 1.800], [-0.651, 2.960, 0.885], [-0.673, 3.303, -0.409], [-0.556, 4.596, -0.842], [-0.777, 2.111, -1.346], [-0.727, 2.230, -2.553], [-0.875, 0.980, -0.698], [-0.412, 6.037, 2.194], [-0.550, 3.592, 2.829], [-0.530, 4.820, -1.899], [-0.122, -1.032, 1.061], [-0.378, -2.055, -0.255], [-1.093, -1.585, -1.969], [-0.355, -1.777, -3.124], [-0.933, -1.487, -4.359], [-2.228, -1.003, -4.421], [-2.964, -0.822, -3.252], [-2.405, -1.117, -2.024], [1.286, -2.934, -0.571], [2.407, -2.369, 0.023], [3.662, -2.909, -0.247], [3.785, -3.998, -1.095], [2.657, -4.574, -1.667], [1.403, -4.038, -1.405], [-1.718, -3.267, 0.359], [-2.283, -4.225, -0.474], [-3.345, -4.989, -0.013], [-3.853, -4.772, 1.263], [-3.294, -3.805, 2.084], [-2.220, -3.045, 1.636], [0.662, -2.139, -3.081], [-0.357, -1.626, -5.266], [-2.666, -0.752, -5.378], [-3.972, -0.429, -3.298], [-2.969, -0.957, -1.112], [2.299, -1.510, 0.672], [4.540, -2.469, 0.207], [4.765, -4.404, -1.315], [2.752, -5.435, -2.317], [0.525, -4.492, -1.849], [-1.917, -4.369, -1.484], [-3.787, -5.740, -0.656], [-4.697, -5.354, 1.611], [-3.697, -3.626, 3.072], [-1.787, -2.273, 2.261], [2.540, 2.846, -2.019], [2.860, 1.105, -1.744], [2.282, 0.558, -3.336], [1.842, 0.610, -0.754], [1.622, 2.985, -2.592], [3.408, 3.252, -2.540], [2.439, 3.335, -1.051], [2.799, 1.124, -4.113], [1.206, 0.743, -3.364], [2.510, -0.504, -3.429]]}

***

Entry 6:
{"formula": "C4H4FP", "method": "the ωB97M-V functional and the def2-TZVPD basis", "e_homo_ev": [-6.378, -9.789], "charge": 0, "spin_multiplicity": 3, "energy_ha": -595.82194, "gap_ev": [7.586, 7.884], "symbols": ["C", "C", "C", "C", "F", "P", "H", "H", "H", "H"], "coordinates": [[-0.233, 0.209, -0.671], [-0.616, -1.260, -0.697], [0.328, 0.666, 0.621], [0.454, -0.942, -1.334], [0.086, 1.898, 2.781], [-0.873, 1.472, 1.580], [-0.863, 0.872, -1.109], [-1.000, -2.140, -0.317], [1.397, 0.585, 0.993], [1.320, -1.360, -1.846]]}